1.
Molecular formula: C43H60Ge2InN4O4S2Si2Te
Method: DFT, wB97M-V/def2-TZVPD

Element x y z (Å)
1 In -1.35 0.35 1.09
2 O -2.02 3.08 0.84
3 C -0.97 3.21 1.50
4 N -0.65 2.50 2.57
5 C -1.52 2.15 3.56
6 O -2.34 2.85 4.10
7 C -1.27 0.76 4.09
8 C -1.40 0.45 5.42
9 C -1.11 -0.84 5.85
10 C -0.71 -1.78 4.91
11 C -0.63 -1.41 3.58
12 N -0.90 -0.16 3.19
13 C 0.11 4.12 0.98
14 C 0.28 5.40 1.49
15 C 1.30 6.18 0.96
16 C 2.10 5.65 -0.04
17 C 1.86 4.36 -0.47
18 N 0.88 3.59 0.03
19 H -1.73 1.23 6.10
20 H -1.20 -1.11 6.89
21 H -0.48 -2.80 5.18
22 H -0.36 -2.13 2.83
23 H -0.36 5.76 2.28
24 H 1.47 7.18 1.33
25 H 2.90 6.23 -0.47
26 H 2.48 3.91 -1.23
27 C 4.82 2.82 2.48
28 C 3.53 2.43 1.76
29 Ge 3.08 0.53 1.99
30 C 2.35 0.15 3.78
31 C 3.38 0.26 4.90
32 C 4.60 -0.65 1.60
33 C 4.27 -1.43 0.56
34 Ge 2.46 -0.82 0.03
35 C 2.43 0.16 -1.67
36 C 2.55 -0.69 -2.93
37 C 1.01 -2.16 0.12
38 C 1.28 -3.49 -0.57
39 C 5.13 -2.48 -0.04
40 C 4.74 -3.12 -1.21
41 C 5.53 -4.10 -1.80
42 C 6.74 -4.45 -1.22
43 C 7.14 -3.82 -0.04
44 C 6.35 -2.85 0.54
45 H 5.07 3.87 2.29
46 H 5.66 2.22 2.16
47 H 4.73 2.71 3.56
48 H 3.64 2.61 0.69
49 H 2.69 3.04 2.10
50 H 1.96 -0.87 3.75
51 H 1.50 0.82 3.97
52 H 4.25 -0.36 4.71
53 H 2.96 -0.04 5.86
54 H 3.73 1.29 5.02
55 H 5.57 -0.70 2.09
56 H 3.25 0.89 -1.63
57 H 1.51 0.76 -1.68
58 H 3.52 -1.18 -2.99
59 H 2.45 -0.10 -3.84
60 H 1.79 -1.48 -2.97
61 H 0.10 -1.71 -0.32
62 H 0.79 -2.34 1.18
63 H 1.37 -3.37 -1.65
64 H 0.47 -4.20 -0.39
65 H 2.21 -3.93 -0.22
66 H 3.79 -2.87 -1.67
67 H 5.20 -4.58 -2.71
68 H 7.36 -5.21 -1.67
69 H 8.08 -4.10 0.42
70 H 6.67 -2.38 1.46
71 C -0.70 0.92 -6.19
72 Si -0.57 1.83 -4.56
73 C -1.77 3.27 -4.57
74 C 1.16 2.50 -4.26
75 C -0.93 0.60 -3.15
76 Te -1.31 1.74 -1.39
77 C -3.41 1.81 -1.71
78 Si -4.44 0.36 -2.42
79 C -4.51 0.60 -4.29
80 C -6.16 0.56 -1.71
81 C -3.78 -1.35 -2.08
82 H -0.39 1.57 -7.01
83 H -1.72 0.60 -6.38
84 H -0.06 0.04 -6.21
85 H -1.41 3.99 -5.30
86 H -1.87 3.81 -3.63
87 H -2.77 2.96 -4.89
88 H 1.37 3.33 -4.93
89 H 1.91 1.74 -4.42
90 H 1.27 2.87 -3.24
91 H -0.05 -0.03 -3.01
92 H -1.78 -0.04 -3.35
93 H -3.45 2.61 -2.46
94 H -3.81 2.23 -0.79
95 H -4.23 1.61 -4.59
96 H -5.53 0.43 -4.65
97 H -3.86 -0.09 -4.82
98 H -6.60 1.51 -2.02
99 H -6.16 0.53 -0.62
100 H -6.80 -0.24 -2.07
101 H -2.71 -1.47 -2.26
102 H -4.28 -2.06 -2.75
103 H -3.98 -1.69 -1.07
104 O -2.01 -3.83 -0.31
105 S -2.30 -3.45 1.04
106 O -1.49 -3.93 2.11
107 N -2.35 -1.76 1.13
108 C -3.55 -1.32 1.43
109 S -3.82 0.36 1.53
110 C -4.57 -2.37 1.61
111 C -5.92 -2.23 1.90
112 C -6.68 -3.39 1.98
113 C -6.12 -4.64 1.77
114 C -4.76 -4.78 1.47
115 C -4.02 -3.62 1.41
116 H -6.35 -1.25 2.07
117 H -7.74 -3.31 2.21
118 H -6.74 -5.52 1.83
119 H -4.32 -5.75 1.30

Output
Total charge: +1
Gap between HOMO and LUMO (eV): 6.4
HOMO energy (eV): -10.17

2.
Molecular formula: C2H3ClF2
Method: DFT, wB97M-V/def2-TZVPD

Element x y z (Å)
1 C -2.36 0.48 0.15
2 C 1.49 -0.51 -0.02
3 F 2.37 -1.50 0.02
4 F 2.02 0.51 -0.79
5 Cl -3.77 -0.51 -0.10
6 H -2.16 0.86 1.20
7 H -1.97 1.00 -0.68
8 H 1.35 -0.07 0.96

Output
Gap between HOMO and LUMO (alpha / beta) (eV): 8.2 / 9.8
HOMO energy (alpha / beta) (eV): -8.78 / -10.01

3.
Molecular formula: C10H23NO4PS2
Method: DFT, wB97M-V/def2-TZVPD

Element x y z (Å)
1 O 3.82 1.84 -3.78
2 S 3.57 0.94 -5.03
3 O 4.31 1.47 -6.30
4 O 3.86 -0.68 -4.52
5 C 2.65 -0.92 -3.67
6 C 1.42 -0.47 -4.71
7 P -0.19 0.24 -3.88
8 S -1.64 -0.15 -5.16
9 O 1.96 0.66 -5.54
10 H 2.57 -0.22 -2.71
11 H 2.59 -2.07 -3.48
12 H 0.96 -1.40 -5.31
13 H -0.46 -0.39 -2.60
14 H -0.02 1.66 -3.66
15 C -1.41 -1.98 4.33
16 C -0.97 -0.54 4.54
17 C -1.35 0.44 3.42
18 N -0.60 0.28 2.08
19 C 0.83 -0.20 2.25
20 C -1.36 -0.66 1.11
21 C -2.11 0.27 0.18
22 C -1.13 1.40 -0.04
23 C -0.58 1.66 1.35
24 H -0.97 -2.42 3.44
25 H -1.10 -2.58 5.19
26 H -2.50 -2.05 4.26
27 H 0.10 -0.51 4.74
28 H -1.45 -0.18 5.46
29 H -1.10 1.45 3.79
30 H -2.42 0.42 3.21
31 H 0.83 -1.23 2.61
32 H 1.34 0.47 2.96
33 H 1.33 -0.16 1.27
34 H -0.62 -1.25 0.56
35 H -2.02 -1.32 1.68
36 H -3.03 0.64 0.65
37 H -2.38 -0.22 -0.76
38 H -1.61 2.29 -0.46
39 H -0.33 1.09 -0.72
40 H -1.24 2.35 1.89
41 H 0.44 2.06 1.34

Output
Total charge: +1
Gap between HOMO and LUMO (eV): 8.4
HOMO energy (eV): -11.34

The following energy above the lowest of the compared OMol25 structures with the same formula, charge and spin values (in kcal/mol) correspond, in order, to the records above: 39.8, 106.1, 66.1.